Here is 2 unconnected molecules or ions with the total composition C2H10NS from OMol25. Energies are from ωB97M-V with the def2-TZVPD basis set.

Geometry as XYZ:
```
14
Properties=species:S:1:pos:R:3
N -1.464 -2.161 -0.799
H -2.438 -1.773 -0.833
H -1.403 -2.742 -1.733
H -1.191 -2.687 0.129
H -0.808 -1.407 -0.760
C 1.995 0.220 0.809
C 0.685 1.069 1.029
S -0.488 0.715 -0.393
H 1.835 -0.821 0.754
H 2.488 0.600 -0.020
H 2.729 0.267 1.648
H 0.769 2.156 1.038
H 0.084 0.594 1.854
H -0.098 1.766 -1.227
```

Output
Spin multiplicity ... 1
Frontier orbital gap ... 0.3342 Eh
Total charge ... +1
LUMO level ... -4.17 eV

=====

Here is 2 unconnected molecules or ions with the total composition C5H8N2O3S from OMol25. Energies are from ωB97M-V with the def2-TZVPD basis set.

Geometry as XYZ:
```
19
Properties=species:S:1:pos:R:3
C 0.857 -1.523 0.127
C 1.840 -2.214 -0.086
C 0.137 0.553 0.433
C -1.075 2.425 -0.719
C -0.805 1.718 0.561
N -0.145 -0.665 0.200
N 2.875 -3.013 -0.136
O 1.394 0.951 0.357
O -3.124 -0.481 1.202
O -2.660 -2.281 -0.452
S -2.585 -0.897 -0.060
H 2.072 0.212 0.382
H -0.165 2.874 -1.135
H -1.572 2.066 -1.592
H -1.790 3.274 -0.459
H -0.072 2.240 1.148
H -1.603 1.347 1.185
H 2.627 -3.886 -0.484
H 3.796 -2.698 -0.470
```

Output
Spin multiplicity ... 3
Frontier orbital gap (spin up / spin down) ... 0.1456 / 0.1596 Eh
Total charge ... 0
⟨S²⟩ ... 2.0178
LUMO level (spin up / spin down) ... -0.26 / -3.72 eV

=====

Here is 3 unconnected molecules or ions with the total composition C5H14N2O from OMol25. Energies are from ωB97M-V with the def2-TZVPD basis set.

Geometry as XYZ:
```
22
Properties=species:S:1:pos:R:3
C 0.483 -0.627 0.217
C -1.567 0.057 -0.610
C 2.914 -0.193 -0.384
C 0.919 -0.059 -0.981
C -2.494 -0.853 0.148
N 0.481 0.094 1.392
N -1.544 1.410 -0.089
O 3.095 0.866 0.493
H 2.470 0.746 1.229
H 0.527 -1.707 0.322
H -1.738 0.022 -1.688
H 0.133 -0.414 2.193
H -0.019 0.987 1.259
H -2.327 1.666 0.515
H -1.481 2.103 -0.825
H 3.181 -1.173 0.024
H 3.409 0.017 -1.329
H 0.891 -0.671 -1.869
H 0.900 1.017 -1.083
H -2.182 -0.961 1.194
H -3.534 -0.480 0.174
H -2.519 -1.847 -0.301
```

Output
Spin multiplicity ... 1
Frontier orbital gap (spin up / spin down) ... 0.2499 / 0.2500 Eh
Total charge ... 0
LUMO level (spin up / spin down) ... 1.00 / 1.00 eV

=====

Here is a single C19H20N2O3 molecule from OMol25. Energies are from ωB97M-V with the def2-TZVPD basis set.

Geometry as XYZ:
```
44
Properties=species:S:1:pos:R:3
C -4.327 -0.627 -0.886
O -3.335 -1.019 0.028
C -2.048 -1.093 -0.412
C -1.628 -0.827 -1.702
C -0.282 -0.894 -2.035
C 0.656 -1.233 -1.083
C 2.141 -1.264 -1.402
O 2.649 -2.576 -1.423
C 2.872 -0.452 -0.381
N 3.693 -0.983 0.492
C 4.127 0.043 1.272
C 3.550 1.207 0.864
N 2.745 0.887 -0.199
C 1.876 1.794 -0.895
C 0.487 1.880 -0.297
C -0.570 2.298 -1.095
C -1.843 2.414 -0.570
C -2.079 2.104 0.759
C -1.031 1.690 1.560
C 0.246 1.583 1.037
C 0.240 -1.535 0.212
C -1.094 -1.465 0.562
O -1.589 -1.708 1.806
C -0.685 -2.073 2.819
H -4.416 -1.336 -1.716
H -5.259 -0.617 -0.322
H -4.133 0.375 -1.284
H -2.340 -0.554 -2.464
H 0.025 -0.675 -3.047
H 2.297 -0.842 -2.408
H 3.137 -2.704 -0.597
H 4.823 -0.129 2.069
H 3.644 2.213 1.218
H 1.800 1.481 -1.940
H 2.337 2.789 -0.870
H -0.391 2.534 -2.134
H -2.654 2.745 -1.203
H -3.075 2.182 1.168
H -1.208 1.447 2.596
H 1.058 1.262 1.672
H 0.986 -1.812 0.939
H 0.057 -1.288 3.000
H -0.168 -3.009 2.581
H -1.288 -2.213 3.714
```

Output
Spin multiplicity ... 1
Frontier orbital gap ... 0.3205 Eh
Total charge ... 0
Structure (SMILES) ... COc1ccc([C@H](O)c2nccn2Cc2ccccc2)cc1OC
LUMO level ... 0.72 eV

=====

Here is 2 unconnected molecules or ions with the total composition C2H8NS from OMol25. Energies are from ωB97M-V with the def2-TZVPD basis set.

Geometry as XYZ:
```
12
Properties=species:S:1:pos:R:3
S -1.611 -1.032 -1.755
H -2.159 -0.389 -2.802
C 2.069 0.444 1.881
C 1.222 1.087 0.750
N -0.175 0.600 0.892
H 1.908 1.059 2.876
H 3.234 0.647 1.824
H 1.723 -0.682 2.012
H 1.420 0.465 -0.258
H 1.365 2.164 0.518
H 0.076 -0.037 1.729
H -0.322 -0.101 0.158
```

Output
Spin multiplicity ... 1
Frontier orbital gap ... 0.2270 Eh
Total charge ... -1
LUMO level ... 3.61 eV

=====

What are the energy above the lowest of the compared OMol25 structures with the same formula, charge and spin values for these records? In order: 23.0; 19.4; 132.4; 59.2; 38.5 kcal per mole.